<a>
ORCA calculation (ωB97M-V/def2-TZVPD) on 2 unconnected molecules or ions with the total composition C4H12OS.

Last column: Mulliken charge in e.
Element x y z (Å)
C -2.134 0.026 -1.322  -1.248
C -0.658 -0.015 -0.938  -0.232
C -0.203 1.225 -0.172  -0.707
S 1.350 0.976 0.719  -0.192
C 0.751 0.008 2.111  -0.785
H -2.513 -0.971 -1.539  0.342
H -2.697 0.429 -0.471  0.327
H -2.327 0.709 -2.148  0.304
H -0.005 -0.087 -1.806  0.311
H -0.458 -0.946 -0.405  0.269
H -0.978 1.551 0.536  0.349
H -0.097 2.090 -0.834  0.414
H 1.163 0.311 3.074  0.348
H -0.336 0.057 2.199  0.259
H 1.038 -1.035 1.986  0.270
O 3.020 -1.665 -0.350  -0.633
H 2.155 -1.866 -0.714  0.319
H 2.929 -0.799 0.074  0.286

Properties
Gap between HOMO and LUMO   9.75 eV
SMILES   CCCSC.O
HOMO level   -8.862 eV

<b>
ORCA calculation (ωB97M-V/def2-TZVPD) on 2 unconnected molecules or ions with the total composition C4H12OS.

Last column: Mulliken charge in e.
Element x y z (Å)
C -1.699 1.988 -0.725  -1.161
C -0.153 1.526 -0.741  -0.246
C 0.409 1.852 0.665  -0.808
S 0.089 0.448 1.876  -0.100
C 1.448 -0.548 1.640  -0.913
H -2.132 1.990 -1.736  0.330
H -2.557 1.467 -0.156  0.298
H -1.956 2.989 -0.259  0.325
H 0.197 2.147 -1.451  0.352
H -0.003 0.468 -0.941  0.246
H -0.080 2.805 0.956  0.414
H 1.607 2.143 0.799  0.292
H 2.132 -0.638 2.477  0.361
H 1.220 -1.529 1.261  0.283
H 2.017 -0.060 1.026  0.328
O -0.442 -5.896 -1.431  -0.607
H -0.553 -5.047 -1.724  0.298
H 0.455 -6.105 -1.535  0.308

Properties
Gap between HOMO and LUMO   9.17 eV
SMILES   CCCSC.O
HOMO level   -8.472 eV

Verdict on stability: <a> comes out on top.

<a>
ORCA calculation (ωB97M-V/def2-TZVPD) on 2 unconnected molecules or ions with the total composition C2H8S4.

Last column: Mulliken charge in e.
Element x y z (Å)
C 1.114 1.172 -1.296  -0.822
S -0.351 1.210 -2.373  -0.055
S -0.963 3.140 -2.134  -0.225
H 0.863 1.254 -0.268  0.314
H 2.053 1.655 -1.548  0.399
H 1.300 0.152 -1.484  0.222
H -1.807 2.932 -1.097  0.154
C -1.079 -1.694 0.871  -0.305
S -0.332 -2.522 2.368  -0.069
S 1.562 -1.558 2.330  -0.241
H -1.571 -2.447 0.208  0.282
H -0.199 -1.087 0.436  -0.113
H -1.863 -0.995 1.164  0.281
H 2.358 -2.662 2.075  0.179

Properties
Gap between HOMO and LUMO   9.25 eV
SMILES   CSS.CSS
HOMO level   -9.006 eV

<b>
ORCA calculation (ωB97M-V/def2-TZVPD) on 2 unconnected molecules or ions with the total composition C2H8S4.

Last column: Mulliken charge in e.
Element x y z (Å)
C -0.538 0.446 2.492  -0.717
S 1.081 0.520 3.286  -0.053
S 2.374 1.008 1.696  -0.119
H -0.775 -0.543 2.117  0.287
H -1.228 0.795 3.253  0.291
H -0.584 1.152 1.664  0.202
H 1.423 1.109 0.766  0.080
C -0.883 -1.346 -2.335  -0.814
S -0.695 0.092 -1.276  0.012
S 0.762 1.133 -2.272  -0.216
H -1.597 -2.011 -1.856  0.286
H -1.273 -1.036 -3.300  0.315
H 0.079 -1.832 -2.453  0.292
H 1.853 0.514 -1.783  0.153

Properties
Gap between HOMO and LUMO   8.40 eV
SMILES   CSS.CSS
HOMO level   -8.046 eV

Verdict on stability: <b> comes out on top.

<a>
ORCA calculation (ωB97M-V/def2-TZVPD) on a single CH5BO molecule.

Last column: Mulliken charge in e.
Element x y z (Å)
B 0.855 -1.200 0.542  0.364
O -0.199 -0.434 -0.600  -0.493
C -0.656 0.845 -0.359  -0.433
H 1.499 -0.541 1.150  -0.034
H 0.942 -2.239 0.226  -0.017
H -0.752 1.483 -1.368  0.179
H 0.009 1.323 0.364  0.244
H -1.699 0.762 0.046  0.192

Properties
Gap between HOMO and LUMO   9.93 eV
SMILES   BOC
HOMO level   -9.962 eV

<b>
ORCA calculation (ωB97M-V/def2-TZVPD) on a single CH5BO molecule.

Last column: Mulliken charge in e.
Element x y z (Å)
C -0.940 0.519 -0.216  -0.867
B 0.549 -0.186 0.042  0.402
O 0.943 -1.217 0.864  -0.544
H -0.805 1.424 -0.797  0.240
H -1.475 0.754 0.696  0.275
H -1.560 -0.164 -0.792  0.284
H 1.411 0.279 -0.636  -0.113
H 1.877 -1.408 0.839  0.324

Properties
Gap between HOMO and LUMO   11.18 eV
SMILES   CBO
HOMO level   -10.547 eV

<c>
ORCA calculation (ωB97M-V/def2-TZVPD) on 2 unconnected molecules or ions with the total composition CH5BO.

Last column: Mulliken charge in e.
Element x y z (Å)
B 1.029 -0.834 -0.012  0.505
O 2.091 -1.032 -0.645  -0.439
H 0.000 -0.586 0.360  -0.070
C -1.894 2.080 0.653  -0.957
H -1.247 2.849 0.159  0.271
H -2.645 2.794 0.739  0.377
H -1.197 2.652 1.503  0.199
H -1.698 0.872 0.685  0.114

Properties
Gap between HOMO and LUMO   11.86 eV
SMILES   B=O.C
HOMO level   -11.274 eV

Verdict on stability: <b> comes out on top.

<a>
ORCA calculation (ωB97M-V/def2-TZVPD) on a single CH2N4OS molecule.

Last column: Mulliken charge in e.
Element x y z (Å)
N 0.709 -0.889 -1.052  -0.819
N -0.167 -0.085 -0.345  0.700
N -1.418 0.104 -0.768  -0.196
N -2.014 0.794 0.086  -0.021
O -1.113 1.078 1.140  -0.152
C 0.061 0.500 0.877  0.256
S 1.402 0.523 1.798  -0.331
H 0.980 -1.679 -0.493  0.279
H 1.559 -0.346 -1.243  0.285

Properties
Gap between HOMO and LUMO   9.83 eV
SMILES   Nn1nnoc1=S
HOMO level   -9.476 eV

<b>
ORCA calculation (ωB97M-V/def2-TZVPD) on 2 unconnected molecules or ions with the total composition CH2N4OS.

Last column: Mulliken charge in e.
Element x y z (Å)
C -0.908 -0.665 0.164  0.265
H 0.868 2.215 0.915  0.297
H -0.362 1.681 -0.735  0.280
N 0.573 1.485 -0.230  -0.677
N 0.245 0.156 0.010  0.473
N 1.425 -0.656 0.085  -0.171
N 0.998 -1.883 -0.007  -0.019
O -0.372 -1.975 -0.204  -0.120
S -2.468 -0.358 0.002  -0.328

Properties
Gap between HOMO and LUMO   8.85 eV
HOMO level   -9.368 eV

Verdict on stability: <a> comes out on top.

<a>
ORCA calculation (ωB97M-V/def2-TZVPD) on a single CH2N4OS molecule.

Last column: Mulliken charge in e.
Element x y z (Å)
H 0.825 2.241 0.003  0.242
N 0.040 1.596 -0.003  -0.697
C 0.408 0.395 -0.001  0.600
O 1.645 -0.173 0.001  -0.210
N 1.490 -1.574 -0.005  -0.091
N 0.273 -1.832 0.003  -0.231
N -0.429 -0.694 -0.006  0.310
S -2.154 -0.653 -0.001  -0.134
H -2.099 0.693 0.010  0.211

Properties
Gap between HOMO and LUMO   9.64 eV
SMILES   [H]/N=c1\onnn1S
HOMO level   -9.240 eV

<b>
ORCA calculation (ωB97M-V/def2-TZVPD) on a single CH2N4OS molecule.

Last column: Mulliken charge in e.
Element x y z (Å)
H -0.355 -0.003 2.169  0.259
N -0.325 -0.844 1.705  -0.596
C 0.069 -0.762 0.509  0.482
O 0.202 -1.811 -0.473  -0.220
N 0.186 -1.267 -1.786  -0.027
N 0.032 -0.082 -1.693  -0.092
N -0.053 0.333 -0.335  0.149
S -0.500 1.950 0.038  -0.131
H 0.744 2.486 -0.134  0.176

Properties
Gap between HOMO and LUMO   10.13 eV
SMILES   [H]/N=c1/onnn1S
HOMO level   -9.922 eV

<c>
ORCA calculation (ωB97M-V/def2-TZVPD) on a molecular structure, CH2N4OS.

Last column: Mulliken charge in e.
Element x y z (Å)
C -0.193 0.507 0.087  0.643
H -0.036 -0.955 3.242  0.180
H 0.665 -1.514 -0.770  0.320
N -0.847 0.300 1.169  -0.442
N 0.452 -0.463 -0.802  0.034
N 0.800 0.051 -2.015  -0.333
N 0.703 1.314 -1.894  -0.016
O 0.325 1.571 -0.597  -0.172
S -0.615 -1.347 1.661  -0.213

Properties
Gap between HOMO and LUMO   9.00 eV
HOMO level   -9.255 eV

Verdict on stability: <a> comes out on top.

<a>
ORCA calculation (ωB97M-V/def2-TZVPD) on a molecular structure, C2H5Br2P.

Last column: Mulliken charge in e.
Element x y z (Å)
C 0.838 -0.115 1.698  -0.552
C -0.436 0.423 -1.392  -0.631
P 0.710 -1.318 0.652  -0.112
Br -0.230 1.961 -0.440  -0.019
Br -1.497 0.347 -2.925  -0.118
H 1.591 0.606 1.745  0.399
H -0.004 0.144 2.319  0.304
H 0.508 0.038 -1.673  0.457
H -0.908 -0.305 -0.993  0.257
H -0.572 -1.782 1.009  0.015

Properties
Gap between HOMO and LUMO   10.00 eV
HOMO level   -9.811 eV

<b>
ORCA calculation (ωB97M-V/def2-TZVPD) on a single C2H5Br2P molecule.

Last column: Mulliken charge in e.
Element x y z (Å)
P 1.603 0.602 -0.380  0.073
C 0.125 -0.469 0.167  -0.893
C -1.174 -0.024 -0.420  -0.148
Br -1.593 1.804 0.150  -0.082
Br -2.518 -1.384 0.047  -0.115
H 2.457 -0.158 0.160  -0.022
H 1.684 1.516 0.550  0.008
H 0.179 -0.463 1.253  0.411
H 0.453 -1.547 0.090  0.397
H -1.215 0.122 -1.616  0.371

Properties
Gap between HOMO and LUMO   9.99 eV
SMILES   PCC(Br)Br
HOMO level   -9.572 eV

Verdict on stability: <b> comes out on top.

<a>
ORCA calculation (ωB97M-V/def2-TZVPD) on a single H3NO2S molecule.

Last column: Mulliken charge in e.
Element x y z (Å)
N -0.457 1.302 -0.526  -0.423
O 0.051 0.381 0.718  -0.235
S 1.242 -0.525 0.526  0.268
O 0.947 -2.057 -0.118  -0.444
H -0.635 2.335 -0.264  0.266
H -1.371 0.974 -0.679  0.248
H 0.224 -2.410 0.343  0.320

Properties
Gap between HOMO and LUMO   9.21 eV
SMILES   NOSO
HOMO level   -8.528 eV

<b>
ORCA calculation (ωB97M-V/def2-TZVPD) on 2 unconnected molecules or ions with the total composition H3NO2S.

Last column: Mulliken charge in e.
Element x y z (Å)
N 0.946 -0.291 0.273  -0.516
O -2.272 -1.154 0.361  -0.425
O -2.026 1.252 0.325  -0.434
S -1.727 -0.002 -0.255  0.639
H 0.614 0.527 0.872  0.288
H 1.123 -1.132 0.954  0.248
H -2.056 0.170 -1.613  0.201

Properties
Gap between HOMO and LUMO (alpha / beta)   9.59 / 8.64 eV
HOMO level (alpha / beta)   -11.390 / -9.738 eV

Verdict on stability: <a> comes out on top.

<a>
ORCA calculation (ωB97M-V/def2-TZVPD) on a gas-phase ion, CH4N3 (charge +1).

Last column: Löwdin spin population.
Element x y z (Å)
C -0.301 0.065 0.025  0.533
N 1.062 -0.892 -0.479  0.816
N 0.143 -1.062 0.507  0.378
N -0.796 1.157 -0.295  0.135
H 1.952 -0.526 -0.184  0.068
H -0.031 -1.825 1.180  0.004
H -0.575 1.462 -1.217  0.024
H -1.454 1.620 0.462  0.042

Properties
Gap between HOMO and LUMO (alpha / beta)   7.92 / 8.59 eV
⟨S²⟩   2.01
HOMO level (alpha / beta)   -11.632 / -16.329 eV
2S+1   3
Net charge   +1

<b>
ORCA calculation (ωB97M-V/def2-TZVPD) on a gas-phase ion, CH4N3 (charge +1).

Last column: Löwdin spin population.
Element x y z (Å)
C -0.163 -0.510 -0.248  0.111
N -0.666 1.776 -1.199  0.628
N -0.426 0.730 -0.804  0.387
N 0.568 -0.202 0.905  0.807
H 0.197 -1.160 -1.039  0.017
H -1.113 -0.976 -0.236  0.005
H 1.417 0.267 0.862  0.021
H 0.186 0.076 1.761  0.024

Properties
Gap between HOMO and LUMO (alpha / beta)   7.61 / 8.34 eV
⟨S²⟩   2.01
HOMO level (alpha / beta)   -11.736 / -18.524 eV
2S+1   3
Net charge   +1

Verdict on stability: <b> comes out on top.